No. 1
Molecular formula: C10H16
Method: DFT, ωB97M-V/def2-TZVPD

Output
- highest occupied orbital energy (eV) = -8.65
- LUMO (eV) = 0.99
- orbital gap (eV) = 9.6
- F_max (eV/Å) = 4.61

Each line ends with the Mulliken charge.
Geometry (Å):
C: -0.129 -1.172 1.380  -0.541
C: -0.082 -2.516 2.092  -1.115
C: 0.840 -0.756 0.314  0.855
C: 0.400 -0.451 -1.019  -0.490
C: 2.195 -0.797 0.732  -0.491
C: 1.226 0.278 -1.788  -0.671
C: 3.076 -0.199 -0.154  -0.642
C: 2.615 0.344 -1.287  -0.515
H: -1.186 -1.233 0.967  0.144
H: -0.265 -0.320 2.146  0.354
H: -1.092 -2.883 2.166  0.380
H: -0.719 -0.578 -1.104  0.392
H: 2.557 -1.214 1.613  0.444
H: 1.131 0.630 -2.765  0.507
H: 4.032 -0.130 0.079  0.549
H: 3.270 0.587 -2.113  0.290
H: 0.395 -2.230 3.060  0.291
H: 0.550 -3.280 1.481  0.254
C: -2.754 1.716 -0.167  -0.838
C: -1.999 2.264 -1.318  -0.436
H: -3.558 2.356 0.277  0.327
H: -3.252 0.913 -0.504  0.326
H: -2.128 1.480 0.701  0.173
H: -2.569 2.401 -2.250  0.300
H: -1.430 3.212 -1.073  0.263
H: -1.124 1.578 -1.464  -0.111

No. 2
Molecular formula: C5H7NOS
Method: DFT, ωB97M-V/def2-TZVPD

Output
- highest occupied orbital energy (eV) = -7.50
- LUMO (eV) = 0.65
- orbital gap (eV) = 8.1
- F_max (eV/Å) = 2.04

Each line ends with the Mulliken charge.
Geometry (Å):
C: 0.274 1.776 0.039  -1.617
C: -0.019 0.312 -0.203  0.795
C: 0.975 -0.670 -0.119  0.432
C: 0.402 -1.893 0.000  -0.818
C: -1.185 -0.369 -0.121  -0.011
H: 1.037 2.102 -0.718  0.372
H: -0.624 2.405 0.044  0.307
H: 0.722 1.969 1.035  0.340
H: 2.654 0.902 0.042  0.103
H: 0.803 -2.868 0.154  0.430
H: -1.662 -2.349 0.129  0.162
H: -2.652 0.842 -0.251  0.305
N: -0.961 -1.685 -0.003  0.037
O: -2.490 -0.036 0.007  -0.571
S: 2.725 -0.439 -0.035  -0.265

No. 3
Molecular formula: C20H25Cl2N3O3
Method: DFT, ωB97M-V/def2-TZVPD

Output
- highest occupied orbital energy (eV) = -8.35
- LUMO (eV) = -0.36
- orbital gap (eV) = 8.0
- F_max (eV/Å) = 19.61

Each line ends with the Mulliken charge.
Geometry (Å):
O: 1.446 2.875 0.782  -0.479
C: 2.122 2.021 0.896  0.673
N: 2.814 1.567 -0.147  -0.271
H: 3.542 0.823 -0.102  0.280
C: 2.992 2.427 -1.574  -1.585
H: 2.424 3.079 -1.538  0.942
H: 4.198 2.460 -1.801  0.242
C: 2.463 1.241 -2.707  1.153
O: 3.334 0.722 -3.453  -0.725
N: 1.247 0.880 -2.651  0.414
C: 0.048 1.157 -1.945  -1.444
H: 0.393 2.125 -1.382  0.359
C: -0.349 0.385 -1.000  0.375
H: -1.298 0.471 -0.402  0.309
C: -0.910 -0.884 -1.956  -0.788
C: -1.247 -2.245 -1.070  -1.210
C: -1.662 -3.233 -1.894  -0.292
C: -0.532 -3.776 -2.858  -1.595
C: -0.278 -2.575 -3.657  -1.011
C: 0.354 -1.548 -2.766  0.592
C: 0.801 -0.172 -3.667  -1.285
H: 1.761 -0.709 -4.244  0.308
H: -0.011 0.028 -4.250  0.403
H: 1.211 -1.950 -2.127  0.214
H: 0.470 -2.827 -4.462  0.355
H: -0.972 -2.212 -4.300  0.533
H: -0.826 -4.425 -3.490  0.604
H: 0.032 -4.208 -2.264  0.738
H: -2.010 -4.227 -1.391  0.318
H: -2.575 -3.008 -2.538  0.273
H: -2.328 -1.880 -0.497  -0.121
H: -0.621 -2.400 -0.469  0.995
H: -1.700 -0.667 -2.514  0.792
H: 0.445 -0.075 -0.312  -0.258
H: -0.573 1.721 -2.540  0.400
C: 2.190 0.994 2.049  -1.220
N: 1.078 1.482 2.836  -0.141
C: 0.403 0.169 3.177  0.142
O: 0.430 -0.812 2.669  -0.320
C: -0.916 0.634 3.762  -0.024
C: -2.110 0.378 3.640  1.125
C: -3.176 0.552 4.210  -0.442
C: -3.034 1.547 5.318  0.330
C: -1.714 2.019 5.766  -0.877
C: -0.804 1.568 4.861  -0.230
H: 0.197 1.952 5.445  0.168
H: -1.649 2.601 6.775  0.315
Cl: -4.419 2.117 6.492  -0.232
H: -4.441 0.515 3.900  0.246
Cl: -2.439 -0.612 1.959  -0.298
H: 0.821 2.329 2.965  0.224
H: 2.309 0.093 1.799  0.753
H: 3.067 1.516 2.666  0.275

No. 4
Molecular formula: C3H3N3O
Method: DFT, ωB97M-V/def2-TZVPD

Output
- highest occupied orbital energy (eV) = -10.59
- LUMO (eV) = -0.69
- orbital gap (eV) = 9.9
- F_max (eV/Å) = 0.58

Each line ends with the Mulliken charge.
Geometry (Å):
O: -0.974 1.729 1.669  -0.401
C: -0.324 1.168 0.842  -0.099
N: -0.016 -1.090 0.829  -0.193
C: -0.789 -0.106 0.067  0.362
N: -0.212 -0.017 -1.236  -0.469
C: 0.852 -0.715 -1.122  -0.032
N: 0.995 -1.377 0.148  -0.245
H: 0.711 1.446 0.553  0.315
H: -1.872 -0.228 0.118  0.373
H: 1.631 -0.809 -1.869  0.390

No. 5
Molecular formula: C23H19ClFN3O
Method: DFT, ωB97M-V/def2-TZVPD

Output
- highest occupied orbital energy (eV) = -7.97
- LUMO (eV) = -0.16
- orbital gap (eV) = 7.8
- F_max (eV/Å) = 3.67

Each line ends with the Mulliken charge.
Geometry (Å):
F: -2.112 3.627 -2.520  -0.307
Cl: -3.642 2.795 5.021  -0.208
N: 1.225 -0.482 1.562  -1.214
N: 2.364 -1.820 -2.082  -0.668
O: -1.604 -0.242 -0.616  -0.334
C: -0.437 -0.518 0.058  -0.394
C: 3.265 -1.933 -1.079  0.078
C: -5.128 1.936 -3.555  -0.452
C: -5.025 0.738 -2.899  -0.640
C: -4.119 2.895 -3.416  -0.421
C: -3.099 0.821 3.266  -0.633
C: -1.214 2.005 4.078  -0.519
C: -2.273 0.145 2.357  0.160
C: -0.371 1.269 3.252  -0.534
C: -3.947 0.471 -2.060  -0.245
C: -3.025 2.650 -2.607  0.204
C: -2.599 1.819 4.065  0.146
C: -0.902 0.396 2.326  0.186
C: -2.914 1.418 -1.910  0.101
C: 2.925 -1.468 0.204  1.017
C: 1.107 -1.390 -1.845  -0.722
C: 1.622 -0.965 0.417  -0.186
C: 0.682 -0.979 -0.564  0.712
N: -0.073 -0.210 1.387  1.023
C: -1.710 1.163 -1.007  -0.418
C: 4.648 -2.464 -1.430  -0.645
C: 3.929 -1.497 1.340  -0.517
C: 5.697 -2.052 -0.379  -0.702
C: 5.128 -2.363 1.010  -0.847
H: -6.002 2.130 -4.181  0.357
H: -5.821 0.022 -2.970  0.391
H: -4.199 3.788 -4.019  0.415
H: -4.148 0.573 3.286  0.406
H: -0.770 2.735 4.749  0.387
H: -2.730 -0.624 1.709  0.380
H: 0.713 1.436 3.259  0.414
H: -3.879 -0.469 -1.522  0.391
H: 0.394 -1.389 -2.664  0.481
H: -0.792 1.451 -1.529  0.452
H: -1.820 1.751 -0.107  0.333
H: 4.668 -3.551 -1.585  0.266
H: 4.876 -2.045 -2.390  0.318
H: 3.464 -1.857 2.257  0.331
H: 4.262 -0.470 1.520  0.273
H: 6.613 -2.621 -0.573  0.329
H: 5.966 -1.012 -0.453  0.332
H: 5.956 -2.212 1.712  0.367
H: 4.847 -3.401 1.128  0.354

No. 6
Molecular formula: C33H75O27P3
Method: DFT, ωB97M-V/def2-TZVPD

Output
- highest occupied orbital energy (spin up / spin down) (eV) = -11.73 / -11.73
- LUMO (spin up / spin down) (eV) = -2.65 / -9.23
- charge = +1
- orbital gap (spin up / spin down) (eV) = 9.1 / 2.5
- 2S+1 = 2
- F_max (eV/Å) = 5.88

Each line ends with the Mulliken spin population.
Geometry (Å):
C: -2.700 5.015 -5.924  0.000
O: -2.831 4.226 -4.775  0.000
C: -2.984 4.907 -3.581  0.000
O: -3.044 6.120 -3.478  0.000
O: -3.242 4.009 -2.589  0.000
C: -3.436 4.385 -1.155  0.000
H: -1.656 5.165 -6.198  0.000
H: -3.495 5.761 -5.889  0.000
H: -3.059 4.249 -6.612  0.000
H: -4.368 4.922 -0.977  0.000
H: -2.703 5.166 -0.950  0.000
H: -3.178 3.521 -0.542  0.000
C: -2.189 0.841 -3.367  0.000
O: -1.276 0.144 -2.524  0.000
C: -1.734 -0.764 -1.688  0.000
O: -2.842 -0.915 -1.148  0.000
O: -0.602 -1.230 -1.195  0.000
C: -0.582 -1.755 0.185  0.000
H: -2.075 0.840 -4.451  0.000
H: -2.064 1.907 -3.177  0.000
H: -3.212 0.716 -3.010  0.000
H: -0.489 -1.005 0.970  0.000
H: 0.142 -2.566 0.248  0.000
H: -1.558 -2.213 0.345  0.000
C: 4.579 -2.775 -1.600  0.000
O: 3.407 -2.764 -0.847  0.000
C: 3.456 -3.264 0.348  0.000
O: 4.401 -3.904 0.805  0.000
O: 2.314 -3.102 0.912  0.000
C: 1.994 -3.386 2.318  0.000
H: 4.252 -2.530 -2.611  0.000
H: 4.907 -3.814 -1.560  0.000
H: 5.411 -2.148 -1.282  0.000
H: 0.915 -3.233 2.301  0.000
H: 2.435 -2.692 3.034  0.000
H: 2.165 -4.428 2.585  0.000
C: -3.763 0.612 -7.362  0.000
O: -2.892 -0.479 -7.043  0.000
C: -2.273 -1.068 -8.071  0.000
O: -2.496 -1.009 -9.341  0.000
O: -1.207 -1.799 -7.554  0.000
C: -0.211 -2.426 -8.423  0.000
H: -3.775 1.269 -6.492  0.000
H: -4.782 0.257 -7.514  0.000
H: -3.593 1.087 -8.328  0.000
H: 0.105 -1.512 -8.924  0.000
H: -0.480 -3.206 -9.136  0.000
H: 0.524 -2.838 -7.732  0.000
C: -0.910 3.868 2.481  0.000
O: -0.898 3.367 1.063  0.000
C: -0.038 3.913 0.273  0.000
O: 0.947 4.603 0.498  0.000
O: -0.335 3.435 -0.946  0.000
C: 0.461 3.689 -2.101  0.000
H: -0.495 4.832 2.773  0.000
H: -0.271 3.172 3.024  0.000
H: -1.910 3.859 2.917  0.000
H: -0.330 3.834 -2.837  0.000
H: 1.265 2.971 -2.266  0.000
H: 0.969 4.653 -2.083  0.000
C: 3.782 -0.706 -7.035  0.000
C: 4.539 0.347 -6.350  0.000
O: 4.069 0.564 -5.016  0.000
P: 5.163 0.873 -3.877  0.000
O: 5.824 2.200 -4.057  0.000
O: 4.331 0.618 -2.500  0.000
C: 3.127 1.299 -2.285  0.000
C: 2.487 0.610 -0.974  0.000
O: 6.058 -0.465 -3.893  0.000
C: 7.356 -0.335 -3.510  0.000
C: 8.047 -1.482 -4.181  0.000
H: 3.642 -1.601 -6.429  0.000
H: 2.743 -0.439 -7.230  0.000
H: 4.168 -0.970 -8.020  0.000
H: 5.607 0.127 -6.354  0.000
H: 4.618 1.279 -6.910  0.000
H: 3.452 2.316 -2.066  0.000
H: 2.387 1.407 -3.078  0.000
H: 3.346 0.475 -0.317  0.000
H: 1.855 1.355 -0.492  0.000
H: 1.980 -0.354 -1.003  0.000
H: 7.820 0.615 -3.776  0.000
H: 7.455 -0.555 -2.447  0.000
H: 8.040 -1.285 -5.253  0.000
H: 9.042 -1.468 -3.736  0.000
H: 7.589 -2.455 -4.002  0.000
C: -4.307 -0.232 7.059  -0.001
C: -4.240 -1.754 6.697  -0.004
O: -5.059 -1.929 5.469  -0.002
P: -5.697 -3.336 5.104  -0.057
O: -4.884 -4.609 5.396  0.694
O: -7.196 -3.355 5.812  0.053
C: -7.783 -4.696 5.801  -0.001
C: -9.236 -4.505 6.263  0.000
O: -6.018 -3.310 3.504  0.260
C: -5.334 -2.494 2.526  0.008
C: -4.717 -3.289 1.381  0.010
H: -5.333 0.107 6.909  0.000
H: -4.045 -0.223 8.117  0.000
H: -3.548 0.278 6.466  0.000
H: -3.302 -2.050 6.229  0.002
H: -4.511 -2.383 7.546  0.002
H: -7.978 -5.210 4.860  0.000
H: -7.280 -5.342 6.520  -0.002
H: -9.553 -3.575 5.791  0.000
H: -10.053 -5.150 5.939  0.000
H: -9.276 -4.311 7.335  0.000
H: -6.194 -1.948 2.136  0.031
H: -4.718 -1.791 3.087  0.005
H: -4.222 -2.598 0.699  -0.002
H: -4.018 -4.098 1.593  0.003
H: -5.682 -3.546 0.944  0.001
C: -1.160 0.332 4.094  0.000
C: 0.264 -0.056 4.467  0.000
O: 1.310 0.787 4.073  0.000
P: 2.785 0.653 4.861  0.000
O: 3.438 -0.700 5.073  0.000
O: 2.574 1.368 6.298  0.000
C: 3.707 1.358 7.223  0.000
C: 3.539 2.584 8.175  0.000
O: 3.754 1.754 4.082  0.000
C: 4.435 1.662 2.787  0.000
C: 4.520 0.167 2.240  0.000
H: -2.043 -0.177 4.480  0.000
H: -1.209 1.402 4.296  0.000
H: -1.354 0.389 3.023  0.000
H: 0.297 -0.080 5.556  0.000
H: 0.624 -1.007 4.075  0.000
H: 3.610 0.522 7.916  0.000
H: 4.681 1.143 6.783  0.000
H: 4.059 2.428 9.121  0.000
H: 3.962 3.457 7.678  0.000
H: 2.501 2.902 8.275  0.000
H: 3.846 2.260 2.092  0.000
H: 5.387 2.189 2.856  0.000
H: 4.899 0.217 1.219  0.000
H: 5.098 -0.587 2.774  0.000
H: 3.459 -0.078 2.296  0.000